#1
A molecular structure, C3H4N2, computed with the ωB97M-V functional and the def2-TZVPD basis.

Values from the calculation:
2S+1: 1
charge: 0
LUMO (alpha / beta): 0.22 / 0.22 eV
E_HOMO (alpha / beta): -7.54 / -7.54 eV

Geometry (Å):
C (-0.1644, -1.0609, -0.3103)
C (-0.4868, -0.4181, -1.4531)
C (0.4504, 0.8422, 1.2833)
N (0.0840, 0.2818, 0.2122)
N (-0.2370, 0.8775, -0.8986)
H (-0.0472, -2.0194, 0.1423)
H (-0.8174, -0.6814, -2.4357)
H (0.5180, 1.9156, 1.3054)
H (0.7004, 0.2628, 2.1545)

natural (NBO) population analysis, charges in e, atoms 1 to 2: C -0.28; C 0.03



#2
C3H4N2 in the gas phase, computed with the ωB97M-V functional and the def2-TZVPD basis.

Values from the calculation:
2S+1: 1
charge: 0
LUMO: 0.50 eV
E_HOMO: -8.85 eV
SMILES: N#C/C=C\N

Geometry (Å):
C (-0.6779, 0.4538, -0.0754)
C (0.6035, 0.8220, -0.0878)
C (1.7582, -0.1190, -0.1349)
H (-2.2906, -1.0443, 0.0506)
H (-0.6731, -1.7771, -0.1124)
H (-1.6456, 1.1882, 0.4236)
H (1.2182, 1.8578, -0.0577)
N (-1.2594, -0.7984, -0.0533)
N (2.9667, -0.5831, 0.0472)

natural (NBO) population analysis, charges in e, atoms 1 to 2: C 0.09; C -0.49



#2 takes first place; second place is 0.0347 hartree up.



#1
2 unconnected molecules or ions with the total composition C2H7NO3, computed with the ωB97M-V functional and the def2-TZVPD basis.

Values from the calculation:
2S+1: 1
charge: 0
LUMO: 0.46 eV
E_HOMO: -10.15 eV
SMILES: NCOC=O.O

Geometry (Å):
O (2.0653, 1.8932, 1.3150)
O (1.4087, 0.0363, 0.1318)
C (1.3964, 1.3773, 0.4224)
N (0.4106, -1.6850, -1.2639)
C (0.4138, -0.2558, -0.8682)
H (0.5711, 1.8875, -0.1126)
H (-0.5456, -2.0432, -1.3635)
H (0.8537, -1.7977, -2.1825)
H (0.7093, 0.5129, -1.6080)
H (-0.5920, 0.0102, -0.4898)
O (-1.8362, 0.0179, 1.9323)
H (-2.3408, -0.5752, 2.5339)
H (-2.5144, 0.6216, 1.5529)

natural (NBO) population analysis, charges in e, atoms 1 to 2: O -0.55; O -0.51



#2
2 unconnected molecules or ions with the total composition C2H7NO3, computed with the ωB97M-V functional and the def2-TZVPD basis.

Values from the calculation:
2S+1: 1
charge: 0
LUMO: 0.71 eV
E_HOMO: -10.20 eV
SMILES: O=CO.NCO

Geometry (Å):
N (1.8711, 1.0903, -0.2384)
C (2.0127, -0.3234, -0.1746)
O (0.9356, -0.9424, 0.5569)
H (2.3471, 1.5841, 0.4987)
H (1.9942, 1.5104, -1.1430)
H (1.9567, -0.7568, -1.1680)
H (2.9384, -0.6543, 0.3026)
H (0.6967, -0.3670, 1.2943)
O (-1.9315, 0.8639, 0.7266)
C (-2.0125, 0.2478, -0.2982)
O (-1.5207, -0.9873, -0.4868)
H (-2.5833, 0.6675, -1.1526)
H (-0.5355, -0.9563, -0.4083)

natural (NBO) population analysis, charges in e, atoms 1 to 2: N -0.86; C 0.08



#3
2 unconnected molecules or ions with the total composition C2H7NO3, computed with the ωB97M-V functional and the def2-TZVPD basis.

Values from the calculation:
2S+1: 1
charge: 0
LUMO: 0.55 eV
E_HOMO: -10.32 eV
SMILES: NCC(=O)O.O

Geometry (Å):
O (0.9702, -1.8405, 0.2858)
C (0.3500, -0.8650, 0.7721)
O (0.8527, 0.3342, 1.2809)
C (-1.0839, -0.6143, 0.6858)
N (-1.2716, 0.1331, -0.5412)
H (1.8965, 0.4273, 1.1121)
H (-1.3194, -0.2883, 1.6613)
H (-1.5909, -1.6188, 0.5846)
H (-1.1419, -0.4280, -1.3648)
H (-2.2545, 0.4238, -0.5148)
H (0.1200, 1.5978, -1.2411)
H (0.2691, 1.7324, -2.6948)
O (0.3428, 2.2685, -1.8793)

natural (NBO) population analysis, charges in e, atoms 1 to 2: O -0.58; C 0.79



#4
2 unconnected molecules or ions with the total composition C2H7NO3, computed with the ωB97M-V functional and the def2-TZVPD basis.

Values from the calculation:
2S+1: 1
charge: 0
LUMO: 0.49 eV
E_HOMO: -9.74 eV
SMILES: NCC(=O)O.O

Geometry (Å):
O (0.6907, -1.3579, 0.3920)
O (-0.4938, 0.3118, -0.6707)
C (0.3494, -0.1998, 0.2692)
N (0.9026, 2.2265, 0.6201)
C (0.9164, 0.8637, 1.2109)
H (-0.4684, -0.4650, -1.2936)
H (-0.0536, 2.1923, 0.2495)
H (1.5188, 1.9672, -0.1582)
H (1.9648, 0.6035, 1.4530)
H (0.3287, 0.7986, 2.1467)
O (-1.7176, -2.1024, -1.7034)
H (-2.5183, -1.8729, -1.1795)
H (-1.4198, -2.9654, -1.3361)

natural (NBO) population analysis, charges in e, atoms 1 to 2: O -0.60; O -0.71



#4 takes first place; second place is 0.0123 hartree up.



#1
2 unconnected molecules or ions with the total composition C2H7NO3, computed with the ωB97M-V functional and the def2-TZVPD basis.

Values from the calculation:
2S+1: 1
charge: 0
LUMO: 0.53 eV
E_HOMO: -10.02 eV
SMILES: O=CO.NCO

Geometry (Å):
N (0.2144, 0.5580, 1.8845)
C (-1.0799, 0.2031, 1.4000)
O (-1.2019, 0.4299, -0.0396)
H (0.8929, -0.1387, 1.6100)
H (0.5074, 1.4461, 1.4974)
H (-1.2126, -0.8754, 1.5071)
H (-1.8634, 0.7539, 1.9236)
H (-2.0159, 0.8913, -0.2565)
O (0.7003, -2.1201, -1.5883)
C (0.8790, -0.9752, -1.8624)
O (2.1091, -0.4373, -2.0445)
H (0.0758, -0.2567, -2.0246)
H (1.9949, 0.5210, -2.0067)

natural (NBO) population analysis, charges in e, atoms 1 to 2: N -0.83; C 0.08



#2
2 unconnected molecules or ions with the total composition C2H7NO3, computed with the ωB97M-V functional and the def2-TZVPD basis.

Values from the calculation:
2S+1: 1
charge: 0
LUMO: 0.56 eV
E_HOMO: -10.54 eV
SMILES: CNC(=O)O.O

Geometry (Å):
C (0.9725, 1.7444, -0.8097)
N (0.4258, 0.9467, 0.3657)
C (0.4801, -0.4269, 0.1472)
O (0.4431, -0.7586, -1.1772)
O (0.3539, -1.3027, 0.9690)
H (2.0005, 1.3572, -0.8151)
H (0.9277, 2.8009, -0.4963)
H (0.4116, 1.5732, -1.7273)
H (0.9577, 1.1118, 1.2114)
H (0.3967, -1.7209, -1.1390)
H (-2.9064, -1.1672, 0.9013)
H (-1.7929, -2.0815, 1.4835)
O (-2.6703, -2.0764, 1.0866)

natural (NBO) population analysis, charges in e, atoms 1 to 2: C -0.42; N -0.63



#2 takes first place; second place is 0.0271 hartree up.



#1
2 unconnected molecules or ions with the total composition C3H9N2O2, computed with the ωB97M-V functional and the def2-TZVPD basis.

Values from the calculation:
2S+1: 1
charge: +1
LUMO: -3.55 eV
E_HOMO: -14.92 eV

Geometry (Å):
N (-1.7096, -2.8004, -1.0305)
C (-0.8562, -1.7937, -0.9658)
N (-1.2122, -0.5529, -0.7985)
H (-2.7098, -2.6610, -1.0449)
H (-1.3891, -3.6931, -1.3747)
H (0.1876, -2.0288, -1.1129)
H (-0.4985, 0.2563, -0.7340)
H (-2.2014, -0.3833, -0.6579)
O (0.6185, 1.3492, -0.5467)
C (0.9554, 1.4054, 0.6377)
O (0.4648, 0.6253, 1.6001)
C (2.0054, 2.3632, 1.0998)
H (-0.3414, 0.1801, 1.3193)
H (2.7671, 1.8086, 1.6428)
H (1.5186, 3.0864, 1.7574)
H (2.4007, 2.8389, 0.2088)

natural (NBO) population analysis, charges in e, atoms 1 to 2: N -0.72; C 0.40



#2
2 unconnected molecules or ions with the total composition C3H9N2O2, computed with the ωB97M-V functional and the def2-TZVPD basis.

Values from the calculation:
2S+1: 1
charge: +1
LUMO: -3.12 eV
E_HOMO: -14.23 eV

Geometry (Å):
C (1.3057, 0.3401, -0.8065)
C (1.3285, 0.1140, 0.7199)
C (-0.7377, 0.8874, 0.0851)
N (-0.0479, 0.8226, -1.0359)
N (0.0109, 0.5793, 1.1315)
O (-1.9651, 1.3005, 0.1057)
O (-1.5844, -1.4801, -0.1314)
H (2.0317, 1.0899, -1.1281)
H (1.4783, -0.5812, -1.3644)
H (1.4528, -0.9409, 0.9759)
H (2.1064, 0.6945, 1.2194)
H (-0.4356, 0.9808, -1.9500)
H (-0.3086, 0.4978, 2.0825)
H (-1.4958, -2.3318, 0.3066)
H (-2.3996, 1.2379, 0.9691)
H (-2.2471, -1.6132, -0.8144)

natural (NBO) population analysis, charges in e, atoms 1 to 2: C -0.22; C -0.22



#3
2 unconnected molecules or ions with the total composition C3H9N2O2, computed with the ωB97M-V functional and the def2-TZVPD basis.

Values from the calculation:
2S+1: 1
charge: +1
LUMO: -6.16 eV
E_HOMO: -15.02 eV

Geometry (Å):
C (1.4065, 0.7645, -0.7754)
C (1.1282, -1.3467, 0.3166)
C (0.9661, 0.0971, 0.4463)
N (-1.9908, -0.0383, -0.5857)
N (-1.2690, 0.6018, 0.1519)
O (-3.2850, -0.3249, -0.3238)
O (-1.6602, 1.2150, 1.3836)
H (1.9213, 1.6468, -0.5237)
H (2.0207, 0.0839, -1.4536)
H (0.7143, 1.0973, -1.5022)
H (2.0573, -1.7629, 0.5197)
H (0.9903, -1.5410, -0.6890)
H (0.5025, -1.9137, 1.0454)
H (1.0148, 0.4653, 1.3967)
H (-3.5962, -0.7109, -1.2069)
H (-0.9209, 1.6666, 1.8000)

natural (NBO) population analysis, charges in e, atoms 1 to 2: C -0.75; C -0.74



#1 takes first place; second place is 0.0100 hartree up.